The following is a DFT calculation (ωB97M-V/def2-TZVPD) of an isolated molecule of C2HClFN3.

```
8
Properties=species:S:1:pos:R:3:nbo_charge:R:1
C 0.81760 0.07654 0.08973 0.0805
C -1.37798 -0.24137 -0.80195 0.5212
N 1.05601 0.09613 1.40059 -0.0085
N -0.14481 -0.24640 -0.87429 -0.4597
N 1.55231 -0.04675 2.44184 0.0282
F -2.28923 -0.40761 -1.76657 -0.3011
Cl 2.21773 0.77000 -0.65889 0.0192
H -1.83162 -0.00055 0.16955 0.1203
```

- multiplicity = 1
- highest occupied orbital energy (eV) = -8.479
- E_LUMO (eV) = -0.35
- relative energy (zero: lowest compared OMol25 entry of this formula, charge and spin) (kcal/mol) = 47.1